This record from the OMol25 dataset describes C5H7N3O in the gas phase in a non-equilibrium geometry. The level of theory is ωB97M-V/def2-TZVPD.

charge = 0
electronic energy = -11812.85541 eV
SMILES string = O=C1NC=C[C@H]2CN2N1
HOMO-LUMO gap = 9.755 eV
LUMO = 0.930 eV

Each line ends with the natural charge from an NBO analysis.
Positions of all 16 atoms, in Å:
O (-2.2493, 1.8746, -0.6641)  -0.66
C (-1.2561, 1.1395, -0.4908)  0.77
N (-0.8928, 0.1651, -1.4371)  -0.65
C (0.1510, -0.7453, -1.6005)  0.02
C (0.8549, -1.3561, -0.6442)  -0.27
C (0.4535, -0.8874, 0.6774)  -0.15
C (1.1200, -0.1850, 1.8386)  -0.24
N (0.5788, 0.6305, 0.7341)  -0.28
N (-0.7814, 1.2565, 0.7412)  -0.48
H (-1.5939, 0.2840, -2.2433)  0.44
H (0.4686, -0.9376, -2.6270)  0.21
H (1.7398, -1.9955, -0.8935)  0.23
H (-0.6230, -1.2436, 0.7794)  0.22
H (2.1940, -0.0257, 1.8125)  0.22
H (0.6856, -0.1804, 2.8898)  0.22
H (-0.8495, 2.2063, 1.1276)  0.42



This record from the OMol25 dataset describes a molecular structure, C20H23AlO7S2. The level of theory is ωB97M-V/def2-TZVPD.

charge = +2
electronic energy = -63703.87032 eV
HOMO-LUMO gap = 9.118 eV
LUMO = -5.737 eV

Each line ends with the natural charge from an NBO analysis.
Positions of all 53 atoms, in Å:
Al (1.5944, -0.0854, -0.4937)  2.08
O (5.3698, -1.1365, -1.1870)  -0.57
C (4.1939, -0.9820, -0.6939)  0.86
O (3.3339, -0.2403, -1.1902)  -0.69
C (3.8832, -1.7578, 0.5525)  -0.18
O (2.5407, -1.4368, 0.8624)  -0.58
C (2.2160, -1.1203, 2.2394)  -0.19
C (1.3181, 0.1107, 2.2362)  0.78
O (0.8406, 0.5244, 3.2481)  -0.53
O (1.1363, 0.6361, 1.0308)  -0.91
H (5.5129, -0.6006, -1.9904)  0.54
H (4.0150, -2.8263, 0.3671)  0.26
H (4.5777, -1.4575, 1.3411)  0.26
H (1.6918, -1.9627, 2.6882)  0.24
H (3.1219, -0.9079, 2.8070)  0.23
O (0.5453, -1.3499, -1.1474)  -1.10
S (-0.3954, -2.5680, -0.9009)  1.30
C (-1.9288, -2.0433, -1.6864)  -0.59
C (-2.6321, -0.7581, -1.2547)  -0.42
C (-1.8293, 0.5470, -1.2768)  -0.42
C (-1.1783, 0.8460, -2.6223)  -0.60
S (0.2370, 1.9583, -2.5550)  1.34
O (1.2265, 1.2527, -1.6006)  -1.08
C (-0.3992, 3.3377, -1.6609)  -0.33
C (-0.3984, 3.3919, -0.2731)  -0.20
C (-0.9386, 4.5137, 0.3352)  -0.19
C (-1.4708, 5.5422, -0.4342)  -0.15
C (-1.4537, 5.4725, -1.8205)  -0.21
C (-0.9001, 4.3677, -2.4490)  -0.14
C (-0.7468, -2.6757, 0.8184)  -0.26
C (-1.1804, -1.6112, 1.6092)  -0.24
C (-1.4181, -1.8341, 2.9535)  -0.18
C (-1.2440, -3.1059, 3.4935)  -0.15
C (-0.8164, -4.1605, 2.6995)  -0.20
C (-0.5552, -3.9484, 1.3535)  -0.21
H (-2.5827, -2.9070, -1.5350)  0.28
H (-1.6628, -2.0435, -2.7461)  0.25
H (-3.0585, -0.8936, -0.2606)  0.24
H (-3.4880, -0.6655, -1.9289)  0.25
H (-1.0715, 0.5367, -0.4919)  0.21
H (-2.5036, 1.3637, -1.0184)  0.25
H (-1.8663, 1.3218, -3.3255)  0.27
H (-0.7685, -0.0378, -3.1148)  0.24
H (0.0323, 2.5972, 0.3210)  0.25
H (-0.9389, 4.5875, 1.4142)  0.24
H (-1.8884, 6.4133, 0.0524)  0.24
H (-1.8491, 6.2852, -2.4137)  0.24
H (-0.8479, 4.3196, -3.5306)  0.23
H (-1.3068, -0.6186, 1.2023)  0.23
H (-1.7320, -1.0131, 3.5832)  0.25
H (-1.4414, -3.2705, 4.5444)  0.25
H (-0.6821, -5.1455, 3.1248)  0.25
H (-0.2135, -4.7617, 0.7246)  0.24



This record from the OMol25 dataset describes CH6N2P2 in the gas phase in a non-equilibrium geometry. The level of theory is ωB97M-V/def2-TZVPD.

charge = 0
electronic energy = -22689.41849 eV
SMILES string = C/N=P/NP
HOMO-LUMO gap = 7.960 eV
LUMO = -0.393 eV

Each line ends with the natural charge from an NBO analysis.
Positions of all 11 atoms, in Å:
C (0.7381, 1.7781, 1.6070)  -0.44
N (0.3557, 0.7137, 0.7521)  -0.88
P (-0.4341, 0.7020, -0.5193)  1.16
N (0.1328, -1.1718, -1.0748)  -1.16
P (-1.0667, -1.9814, -1.9487)  0.46
H (0.1204, 2.7445, 1.2432)  0.17
H (1.8054, 1.8184, 1.7494)  0.23
H (0.4680, 1.5014, 2.6607)  0.22
H (0.6700, -0.6726, -1.7834)  0.35
H (-2.0434, -2.0639, -0.9054)  -0.06
H (-0.7461, -3.3683, -1.7808)  -0.04



This record from the OMol25 dataset describes a molecular structure, C23H29O7Ru in a non-equilibrium geometry. The level of theory is ωB97M-V/def2-TZVPD.

charge = 0
electronic energy = -41230.95738 eV
spin multiplicity = 2
HOMO-LUMO gap (alpha / beta) = 7.029 / 7.459 eV
LUMO (alpha / beta) = 0.462 / 0.564 eV
expectation value of S² = 0.76

Each line ends with the natural charge from an NBO analysis.
Positions of all 60 atoms, in Å:
Ru (0.2945, 0.2710, 0.2612)  0.82
C (-2.5667, -0.0698, -1.4469)  -0.11
C (-2.0823, -1.4803, -1.6948)  -0.08
O (-0.7765, -1.6411, -1.1493)  -0.56
C (-0.5555, -2.7781, -0.3458)  -0.08
C (-1.2000, -2.6485, 1.0096)  -0.09
O (-0.6145, -1.5427, 1.6905)  -0.54
C (-1.4211, -1.0240, 2.7345)  -0.09
C (-0.8871, 0.3304, 3.1088)  -0.09
O (-1.0264, 1.2883, 2.0663)  -0.53
C (-2.3631, 1.6991, 1.7571)  -0.08
C (-2.6258, 1.5622, 0.2802)  -0.11
O (-2.4308, 0.1969, -0.0556)  -0.57
H (-3.6167, 0.0104, -1.7544)  0.18
H (-1.9820, 0.6432, -2.0308)  0.23
H (-2.0390, -1.6466, -2.7748)  0.20
H (-2.7688, -2.2088, -1.2528)  0.17
H (0.5265, -2.8349, -0.2139)  0.22
H (-0.9076, -3.6877, -0.8440)  0.18
H (-1.0394, -3.5696, 1.5811)  0.18
H (-2.2783, -2.4868, 0.9094)  0.18
H (-1.3876, -1.6771, 3.6141)  0.18
H (-2.4587, -0.9598, 2.3909)  0.18
H (0.1874, 0.2520, 3.2699)  0.23
H (-1.3743, 0.6785, 4.0254)  0.18
H (-2.4752, 2.7469, 2.0453)  0.20
H (-3.0816, 1.1024, 2.3242)  0.17
H (-1.9332, 2.1890, -0.2897)  0.23
H (-3.6557, 1.8725, 0.0644)  0.18
O (1.8806, -0.1386, -1.5516)  -0.73
C (1.6663, 0.7317, -2.6711)  0.08
C (0.3208, 1.4607, -2.3891)  0.78
O (-0.4975, 1.6522, -3.2754)  -0.67
O (0.1853, 1.8367, -1.1625)  -0.78
C (1.6715, -0.1206, -3.9343)  -0.05
C (1.1696, 0.3607, -5.1417)  -0.13
C (1.1668, -0.4426, -6.2715)  -0.23
C (1.6810, -1.7313, -6.2240)  -0.22
C (2.2210, -2.2012, -5.0373)  -0.22
C (2.2159, -1.4006, -3.9017)  -0.21
C (2.7868, 1.7683, -2.7221)  -0.04
C (2.5315, 3.1132, -2.9628)  -0.14
C (3.5622, 4.0412, -2.9212)  -0.22
C (4.8590, 3.6364, -2.6434)  -0.21
C (5.1277, 2.2895, -2.4439)  -0.21
C (4.0977, 1.3620, -2.4881)  -0.22
H (2.5057, 0.2880, -0.9450)  0.52
H (0.7708, 1.3618, -5.1966)  0.23
H (0.7507, -0.0582, -7.1944)  0.21
H (1.6646, -2.3597, -7.1056)  0.21
H (2.6434, -3.1972, -4.9892)  0.21
H (2.6296, -1.7812, -2.9787)  0.22
H (1.5206, 3.4367, -3.1797)  0.22
H (3.3439, 5.0877, -3.0915)  0.21
H (5.6568, 4.3655, -2.5837)  0.21
H (6.1399, 1.9579, -2.2508)  0.21
H (4.3203, 0.3090, -2.3576)  0.22
C (1.9115, 0.1978, 1.3491)  -0.54
H (2.4726, 1.0787, 1.6615)  0.15
H (2.2777, -0.7487, 1.7505)  0.15



This record from the OMol25 dataset describes 9 unconnected molecules or ions with the total composition C42H102N12O9 in a non-equilibrium geometry. The level of theory is ωB97M-V/def2-TZVPD.

charge = -1
electronic energy = -81510.10111 eV
spin multiplicity = 2
HOMO-LUMO gap (alpha / beta) = 1.718 / 7.968 eV
LUMO (alpha / beta) = 2.053 / 2.006 eV
expectation value of S² = 0.75

Each line ends with the Mulliken spin population.
Positions of all 165 atoms, in Å:
C (5.6171, -2.9853, -0.7269)  0.02
C (4.6274, -3.0413, 0.4993)  -0.07
C (3.6981, -4.2624, 0.1435)  0.00
C (2.9131, -4.8007, 1.3584)  0.00
C (3.7466, -4.9785, 2.6272)  0.00
C (4.8102, -3.8471, 2.9134)  -0.03
N (5.4460, -3.5158, 1.6448)  0.03
O (6.6207, -2.7599, 1.7757)  -0.01
C (4.1886, -2.6877, 3.6754)  0.01
C (5.8174, -4.4955, 3.8196)  0.00
C (3.8970, -1.6991, 0.6241)  0.10
H (6.1500, -3.9326, -0.8093)  0.00
H (6.3230, -2.1570, -0.7878)  0.00
H (5.0073, -2.9095, -1.6271)  -0.01
H (2.9963, -4.0829, -0.6710)  0.00
H (4.2161, -5.1680, -0.1720)  0.00
H (2.4246, -5.6829, 0.9446)  0.00
H (2.0439, -4.1445, 1.4030)  0.00
H (4.0642, -6.0172, 2.7195)  0.00
H (3.1770, -5.0040, 3.5562)  0.00
H (3.1970, -2.5696, 3.2384)  0.00
H (4.1858, -2.8326, 4.7557)  -0.01
H (4.7076, -1.7357, 3.5646)  0.01
H (6.6373, -3.8482, 4.1309)  0.00
H (5.2952, -4.8334, 4.7147)  0.00
H (6.3176, -5.3080, 3.2925)  0.00
H (3.1281, -1.6020, 1.3906)  -0.01
H (3.3227, -1.5086, -0.2825)  0.00
H (4.7396, -1.0080, 0.6460)  0.02
H (6.3170, -1.8575, 1.8989)  0.00
C (0.9552, 5.0206, -4.6055)  0.46
C (1.3433, 3.6274, -4.0722)  -1.55
C (0.1542, 2.9687, -3.2982)  1.78
C (-0.9353, 2.3954, -4.1052)  -0.60
C (-0.3543, 1.4519, -5.1823)  0.18
C (0.8190, 2.0750, -6.0703)  -0.32
N (1.7550, 2.7520, -5.1184)  0.26
O (2.9897, 2.9280, -5.6110)  0.00
C (1.4903, 0.9552, -6.8618)  0.06
C (0.3446, 3.1150, -7.1211)  0.09
C (2.5095, 3.7390, -3.0352)  0.42
H (-0.0068, 5.0237, -5.1181)  0.03
H (1.7686, 5.4290, -5.2053)  0.08
H (0.8505, 5.7125, -3.7698)  -0.19
H (0.4120, 2.1475, -2.6295)  -0.28
H (-0.3510, 3.7652, -2.7519)  -0.06
H (-1.4470, 3.2397, -4.5673)  0.10
H (-1.6998, 1.9054, -3.5023)  0.00
H (-1.1851, 1.3557, -5.8813)  0.00
H (-0.0659, 0.4724, -4.8010)  0.02
H (2.0540, 0.1817, -6.3401)  0.00
H (0.7875, 0.4256, -7.5049)  0.00
H (2.3055, 1.2484, -7.5232)  0.00
H (-0.4508, 3.7214, -6.6879)  -0.01
H (1.0736, 3.8387, -7.4859)  0.01
H (-0.0913, 2.7069, -8.0329)  0.01
H (3.4102, 4.2610, -3.3583)  0.07
H (2.7947, 2.7003, -2.8688)  0.02
H (2.2439, 4.1149, -2.0471)  -0.09
H (3.3463, 2.0482, -5.4678)  0.00
C (-6.4960, 1.2124, 0.6140)  0.05
C (-5.2484, 2.1415, 0.2287)  -0.72
C (-4.4254, 1.3637, -0.7820)  0.18
C (-5.0032, 1.3293, -2.1679)  -0.05
C (-5.3409, 2.7262, -2.6415)  0.20
C (-6.3468, 3.4459, -1.6552)  -0.83
N (-5.7945, 3.4124, -0.2840)  0.54
O (-6.4900, 4.2282, 0.6354)  -0.18
C (-6.3507, 4.9273, -2.0761)  0.39
C (-7.7391, 2.8433, -1.7495)  0.16
C (-4.4214, 2.3755, 1.4625)  0.33
H (-6.1859, 0.5062, 1.3843)  0.03
H (-6.6385, 0.4876, -0.1874)  0.05
H (-7.4488, 1.6473, 0.9158)  -0.02
H (-3.4172, 1.7671, -0.8762)  0.15
H (-4.2917, 0.3178, -0.5057)  -0.02
H (-5.9024, 0.7155, -2.2191)  -0.03
H (-4.3086, 1.0160, -2.9473)  0.03
H (-5.7886, 2.7551, -3.6349)  -0.04
H (-4.4898, 3.3612, -2.8872)  0.14
H (-5.4229, 5.3930, -1.7437)  -0.14
H (-6.3505, 5.1984, -3.1318)  0.00
H (-7.0788, 5.5350, -1.5388)  0.03
H (-7.8826, 1.7773, -1.5727)  0.06
H (-8.3921, 3.4389, -1.1117)  -0.04
H (-8.0002, 3.0301, -2.7911)  -0.01
H (-4.9626, 2.8563, 2.2774)  0.04
H (-3.6383, 3.0961, 1.2271)  -0.03
H (-3.9869, 1.4472, 1.8333)  0.09
H (-7.3415, 3.7850, 0.6292)  0.05
C (-0.2815, 4.3498, 3.7920)  1.65
O (0.1285, 3.8926, 4.8204)  -0.62
N (-1.1402, 3.6901, 2.9945)  -0.60
N (-0.0278, 5.5259, 3.2034)  0.37
H (-1.6238, 2.9076, 3.4115)  0.18
H (-1.4949, 4.1051, 2.1448)  -0.02
H (-0.4170, 5.7532, 2.2995)  -0.46
H (0.5905, 6.2330, 3.5746)  -0.15
C (-2.4688, -3.1442, 2.8186)  0.11
O (-2.9880, -4.2184, 2.9316)  -0.02
N (-1.3870, -2.7904, 3.3990)  -0.04
N (-2.9285, -2.2574, 2.0036)  -0.04
H (-1.0375, -1.8771, 3.1461)  0.01
H (-0.9967, -3.3850, 4.1160)  0.00
H (-3.7020, -2.3858, 1.3669)  0.00
H (-2.4511, -1.3749, 2.1196)  0.01
C (-0.5146, -6.1935, 0.7435)  0.00
O (0.1016, -6.5439, -0.2568)  0.00
N (-0.6622, -6.9244, 1.8519)  0.00
N (-0.9515, -4.9540, 0.9947)  -0.01
H (-0.9075, -6.5642, 2.7631)  0.00
H (-0.2543, -7.8304, 1.6708)  0.00
H (-0.7224, -4.2147, 0.3458)  0.00
H (-1.6406, -4.7302, 1.6983)  0.00
C (-1.2464, -3.5236, -3.2374)  0.02
C (0.2068, -3.3308, -2.8151)  -0.03
C (0.8697, -2.2462, -3.5664)  -0.05
O (2.1442, -1.9969, -2.9466)  -0.04
C (2.8429, -0.8914, -3.3401)  0.04
N (0.2738, -3.2197, -1.3812)  0.02
H (-1.6598, -4.1989, -2.4883)  0.01
H (-1.2047, -4.0770, -4.1755)  0.00
H (-1.9825, -2.7307, -3.3697)  0.00
H (0.7185, -4.2670, -3.0385)  0.00
H (0.4357, -1.2479, -3.5105)  0.02
H (0.9450, -2.4260, -4.6388)  0.00
H (2.8784, -1.0309, -4.4205)  0.00
H (3.8084, -1.0401, -2.8567)  0.03
H (2.5452, 0.1185, -3.0580)  0.00
H (1.0053, -2.5572, -1.1666)  0.00
H (0.6151, -4.1502, -1.1867)  0.00
C (2.4984, 1.4845, 4.9060)  0.02
C (1.5173, 0.3026, 5.2357)  -0.17
C (1.3222, 0.2546, 6.7535)  0.05
O (0.6189, -0.9562, 6.8716)  -0.01
C (0.3030, -1.1996, 8.2183)  0.03
N (0.2051, 0.5057, 4.6141)  0.13
H (2.6985, 1.5443, 3.8362)  0.04
H (3.4529, 1.1740, 5.3309)  -0.02
H (2.2564, 2.5145, 5.1681)  0.01
H (1.9581, -0.6116, 4.8382)  0.00
H (0.7679, 1.1230, 7.1095)  0.00
H (2.3029, 0.2098, 7.2272)  0.00
H (-0.0993, -2.2091, 8.3031)  0.00
H (-0.4173, -0.4651, 8.5787)  -0.01
H (1.2071, -1.0860, 8.8164)  0.00
H (-0.0637, 1.4236, 4.9384)  -0.02
H (-0.3314, -0.2459, 5.0230)  -0.01
C (-0.9406, -0.1837, -0.4453)  -0.52
C (-0.0673, -0.4347, 0.8653)  0.32
C (1.1393, 0.5988, 0.9892)  -0.66
O (0.7902, 1.9794, 0.6995)  -0.32
C (1.9323, 2.8801, 0.8169)  0.75
N (-0.8727, -0.2007, 2.0693)  -0.18
H (-0.3555, -0.0238, -1.3509)  -0.08
H (-1.7436, 0.5463, -0.3430)  0.26
H (-1.5132, -1.0664, -0.7302)  0.02
H (0.2008, -1.4804, 1.0158)  0.02
H (1.9646, 0.2714, 0.3570)  -0.03
H (1.6325, 0.5149, 1.9576)  0.02
H (1.6531, 3.9119, 0.6035)  -0.25
H (2.6156, 2.8766, -0.0324)  0.15
H (2.3851, 2.8248, 1.8068)  0.08
H (-1.4821, 0.6036, 2.1122)  0.05
H (-0.2227, 0.1781, 2.7432)  -0.04



This record from the OMol25 dataset describes C7H8N2O in the gas phase in a non-equilibrium geometry. The level of theory is ωB97M-V/def2-TZVPD.

charge = 0
electronic energy = -12406.44996 eV
spin multiplicity = 3
HOMO-LUMO gap (alpha / beta) = 7.742 / 7.416 eV
LUMO (alpha / beta) = 0.955 / -1.141 eV
expectation value of S² = 2.01

Each line ends with the natural charge from an NBO analysis.
Positions of all 18 atoms, in Å:
C (1.1823, -0.3831, 0.1522)  -0.01
C (0.1334, 0.1646, -0.8351)  0.07
C (0.9400, 0.1343, 1.4420)  -0.12
C (0.0414, -1.1917, -0.2184)  -0.03
C (-0.2742, 1.0521, 1.4207)  -0.46
C (-0.9336, 0.7238, 0.0161)  -0.25
C (-1.3819, -0.8053, 0.1537)  0.09
N (2.2031, -0.0950, -0.8029)  -0.42
N (1.2730, 0.5113, -1.7489)  -0.42
O (-2.3531, -1.2507, -0.7858)  -0.71
H (1.7228, 0.2118, 2.0716)  0.19
H (-1.1103, 1.0841, 2.2779)  0.23
H (0.0360, 2.0526, 1.6070)  0.23
H (-1.6200, 1.5117, -0.3815)  0.25
H (-1.6856, -1.1744, 1.0749)  0.18
H (2.7050, -0.9408, -1.1726)  0.36
H (1.0987, -0.0719, -2.6651)  0.34
H (-1.9771, -1.5333, -1.6057)  0.48